# 1
The following is a quantum chemistry calculation of a single C7H10 molecule, from the OMol25 dataset.

Cartesian coordinates (Å):
C (0.85, 0.67, -1.09)
C (-0.01, 1.00, 0.14)
C (-1.44, 1.48, -0.26)
C (-0.43, -0.04, 1.12)
C (-0.58, -1.41, 0.50)
C (0.73, -1.93, 0.90)
C (1.84, -2.22, 1.29)
H (1.04, 1.57, -1.67)
H (1.81, 0.25, -0.77)
H (0.37, -0.05, -1.76)
H (0.46, 1.83, 0.68)
H (-1.38, 2.47, -0.72)
H (-1.89, 0.79, -0.98)
H (-2.10, 1.56, 0.61)
H (-0.69, -1.48, -0.60)
H (-1.37, -1.99, 0.98)
H (2.80, -2.52, 1.63)

HOMO-LUMO gap ... 8.53 eV
Strongest force on any atom ... 0.0127 hartree/bohr
Electronic energy ... -7415.6386 eV

# 2
The following is a quantum chemistry calculation of a single C7H10 molecule, from the OMol25 dataset.

Cartesian coordinates (Å):
C (1.88, -0.39, 1.89)
C (1.53, -0.39, 0.73)
C (1.06, -0.32, -0.63)
C (0.03, 0.74, -0.98)
C (-0.41, 1.73, 0.08)
C (-0.38, -0.71, -0.96)
C (-1.28, -1.31, 0.09)
H (2.19, -0.35, 2.91)
H (1.81, -0.54, -1.39)
H (0.13, 1.17, -1.97)
H (0.40, 2.43, 0.31)
H (-1.28, 2.30, -0.26)
H (-0.66, 1.22, 1.01)
H (-0.49, -1.16, -1.94)
H (-2.34, -1.13, -0.14)
H (-1.13, -2.40, 0.14)
H (-1.07, -0.91, 1.09)

HOMO-LUMO gap ... 10.35 eV
Strongest force on any atom ... 0.0052 hartree/bohr
Electronic energy ... -7418.6747 eV

# 3
The following is a quantum chemistry calculation of a single C7H10 molecule, from the OMol25 dataset.

Cartesian coordinates (Å):
C (0.76, 1.66, 0.11)
C (1.56, 0.64, 0.46)
C (1.20, -0.73, -0.01)
C (-0.11, -0.93, 0.91)
C (-0.87, -0.25, -0.19)
C (-2.10, 0.23, -0.20)
C (0.21, -0.67, -1.20)
H (0.32, 1.77, -0.86)
H (0.47, 2.42, 0.83)
H (2.16, 0.70, 1.37)
H (1.98, -1.49, -0.01)
H (-0.49, -1.96, 0.88)
H (-0.14, -0.53, 1.93)
H (-2.57, 0.50, 0.75)
H (-2.66, 0.32, -1.11)
H (0.48, -0.05, -2.05)
H (-0.05, -1.68, -1.54)

HOMO-LUMO gap ... 9.57 eV
Strongest force on any atom ... 0.0228 hartree/bohr
Electronic energy ... -7417.8580 eV

# 4
The following is a quantum chemistry calculation of a molecular structure, C7H10, from the OMol25 dataset.

Cartesian coordinates (Å):
C (-1.26, 1.56, -0.07)
C (-0.26, 0.41, -0.09)
C (-0.57, -0.83, 0.79)
C (0.90, -1.18, 0.48)
C (1.16, 0.36, 0.61)
C (0.86, -1.28, -1.06)
C (0.11, -0.24, -1.42)
H (-0.96, 2.42, -0.68)
H (-2.22, 1.19, -0.47)
H (-1.46, 1.91, 0.95)
H (-1.35, -1.52, 0.45)
H (-0.72, -0.56, 1.85)
H (1.42, -1.96, 1.03)
H (2.09, 0.69, 0.12)
H (1.01, 0.85, 1.57)
H (1.38, -2.00, -1.67)
H (-0.13, 0.16, -2.40)

HOMO-LUMO gap ... 9.79 eV
Strongest force on any atom ... 0.0163 hartree/bohr
Electronic energy ... -7419.0155 eV

HOMO-LUMO gap of number 4 (C7H10)? 9.79 eV

What is the formula in the fourth record? C7H10